[1]
# C6H28O8

A 8-piece molecular cluster, C6H28O8 overall at a distorted geometry (ωB97M-V/def2-TZVPD, the Open Molecules 2025 dataset).

```
! wB97M-V def2-TZVPD RIJCOSX def2/J DEFGRID3
* xyz 0 1
C -3.163 -2.334 0.923
O -2.318 -1.238 1.086
H -4.049 -1.989 0.390
H -2.743 -3.175 0.373
H -3.573 -2.702 1.864
H -1.745 -1.078 0.332
C 0.002 -2.718 3.148
O 0.914 -1.844 3.781
H -1.003 -2.526 3.524
H 0.039 -2.532 2.075
H 0.136 -3.797 3.232
H 0.657 -1.881 4.706
C -0.123 1.172 2.287
O -0.234 2.565 2.099
H 0.489 0.717 1.509
H 0.453 0.974 3.190
H -1.125 0.742 2.301
H -0.824 2.854 2.799
C -0.365 2.571 -4.103
O -0.459 1.558 -3.048
H -0.197 2.121 -5.082
H -1.249 3.208 -4.134
H 0.520 3.182 -3.929
H -0.320 2.112 -2.277
C 0.546 -0.967 -1.042
O -0.811 -0.809 -1.421
H 0.982 -1.802 -1.589
H 1.078 -0.057 -1.320
H 0.638 -1.012 0.043
H -0.854 -0.011 -1.953
C 3.975 1.609 0.356
O 3.038 1.368 -0.675
H 4.537 0.697 0.556
H 4.635 2.385 -0.034
H 3.583 2.009 1.291
H 3.372 0.663 -1.235
O 0.667 2.792 -0.863
H 0.234 2.832 -0.011
H 1.507 2.369 -0.687
O -2.541 -2.952 -2.723
H -2.294 -2.665 -3.602
H -2.012 -2.412 -2.137
*
```

## Properties
ΔE to the lowest compared entry with this formula, charge and spin = 88.5 kcal/mol
SMILES string = CO.CO.CO.CO.CO.CO.O.O

Atomic partial charges in e from the natural (NBO) method, atoms 1 to 5: -0.2467 -0.7603 0.1637 0.1677 0.1695

=====

[2]
# C6H28O8

A 8-piece molecular cluster, C6H28O8 overall at a distorted geometry (ωB97M-V/def2-TZVPD, the Open Molecules 2025 dataset).

```
! wB97M-V def2-TZVPD RIJCOSX def2/J DEFGRID3
* xyz 0 1
C 1.246 -0.389 -2.523
C 0.882 -1.826 -2.220
C 1.141 -2.755 -3.406
O 1.620 -2.297 -1.062
H 1.193 0.233 -1.631
H 0.548 -0.008 -3.274
H 2.252 -0.321 -2.941
H -0.150 -1.959 -1.881
H 2.199 -2.841 -3.670
H 0.662 -2.368 -4.307
H 0.765 -3.740 -3.132
H 2.456 -2.649 -1.389
C 0.734 2.946 0.371
C 0.869 3.339 1.849
C 1.425 2.260 2.717
O 1.767 4.498 1.930
H 1.551 2.402 -0.102
H 0.661 3.866 -0.216
H -0.175 2.351 0.279
H -0.079 3.717 2.243
H 0.973 1.287 2.547
H 1.310 2.598 3.752
H 2.505 2.178 2.574
H 1.252 5.198 1.515
O -3.831 0.283 -0.711
H -3.632 -0.671 -0.637
H -4.790 0.360 -0.640
O -0.296 -3.039 0.817
H -0.795 -2.208 0.823
H 0.479 -2.846 0.243
O -2.587 -2.271 -0.100
H -3.173 -2.972 -0.411
H -1.800 -2.736 0.226
O -0.743 -0.196 0.815
H -1.177 0.503 1.350
H -1.365 -0.353 0.091
O -2.555 1.677 1.528
H -2.943 1.412 0.679
H -3.131 2.353 1.898
O 1.935 -1.596 2.156
H 1.423 -2.412 2.213
H 1.372 -1.007 1.639
*
```

## Properties
ΔE to the lowest compared entry with this formula, charge and spin = 28.0 kcal/mol
SMILES string = CC(C)O.CC(C)O.O.O.O.O.O.O

Atomic partial charges in e from the natural (NBO) method, atoms 1 to 5: -0.6346 0.0960 -0.6395 -0.7487 0.2324

=====

[3]
# C6H28O8

A 8-piece molecular cluster, C6H28O8 overall at a distorted geometry (ωB97M-V/def2-TZVPD, the Open Molecules 2025 dataset).

```
! wB97M-V def2-TZVPD RIJCOSX def2/J DEFGRID3
* xyz 0 1
O -2.190 0.347 2.495
H -2.685 -0.511 2.134
H -2.656 1.217 2.163
H -1.404 0.338 1.716
O -0.262 -0.026 0.565
H 0.225 0.020 -0.311
C -1.096 -3.521 -0.116
O -0.671 -2.362 -0.775
H -1.212 -3.624 0.837
H -0.731 -4.487 -0.292
H -2.254 -3.583 -0.208
H -0.670 -1.740 -0.216
C 2.906 -0.916 -0.185
O 2.398 0.357 -0.179
H 3.445 -1.163 0.817
H 3.312 -0.845 -1.191
H 2.106 -1.573 -0.277
H 1.461 0.300 0.203
C 0.859 3.208 0.710
O -0.244 2.476 1.360
H 1.883 3.350 1.235
H 0.713 4.110 0.239
H 1.114 2.575 -0.164
H -0.149 1.623 1.075
C 1.496 -0.553 3.412
O 0.572 -1.358 2.706
H 1.372 0.457 3.028
H 2.419 -0.949 3.286
H 1.301 -0.622 4.613
H 0.345 -0.810 1.911
C 0.405 -0.343 -3.577
O -0.433 0.184 -4.526
H 1.399 -0.579 -3.937
H 0.157 -1.330 -3.187
H 0.410 0.285 -2.639
H 0.154 0.890 -4.935
C -2.393 1.768 -1.505
O -2.687 0.791 -0.579
H -1.366 1.724 -2.063
H -2.523 2.649 -0.877
H -3.031 1.795 -2.415
H -1.796 0.431 -0.352
*
```

## Properties
ΔE to the lowest compared entry with this formula, charge and spin = 237.8 kcal/mol

Atomic partial charges in e from the natural (NBO) method, atoms 1 to 5: -0.8219 0.5667 0.5739 0.5910 -1.2765

=====

[4]
# C6H29FNO8PSi

A 7-piece molecular cluster, C6H29FNO8PSi overall at a distorted geometry (ωB97M-V/def2-TZVPD, the Open Molecules 2025 dataset).

```
! wB97M-V def2-TZVPD RIJCOSX def2/J DEFGRID3
* xyz 0 1
C 3.474 -0.113 1.768
C 2.304 0.682 1.122
F 2.764 1.972 0.765
Si 1.618 -0.117 -0.470
C 0.063 0.842 -1.012
C -0.632 1.627 0.127
C -1.227 0.771 1.262
C -2.565 0.057 0.871
N -3.615 0.331 1.894
P 1.084 -2.290 -0.291
O -0.265 -2.426 0.692
O 2.290 -3.120 0.555
H 4.038 -0.620 0.979
H 3.102 -0.816 2.520
H 4.118 0.618 2.271
H 1.538 0.793 1.901
H 2.664 -0.039 -1.501
H 0.432 1.591 -1.734
H -0.626 0.202 -1.593
H 0.020 2.429 0.502
H -1.487 2.154 -0.334
H -0.540 0.012 1.664
H -1.449 1.455 2.096
H -2.922 0.413 -0.106
H -2.435 -1.028 0.830
H -3.202 0.070 2.783
H -3.703 1.344 1.923
H -0.999 -2.779 0.183
H 1.990 -3.135 1.478
O -5.948 1.328 0.178
H -5.179 1.025 0.686
H -5.743 2.238 -0.055
O -1.593 0.374 -3.601
H -1.903 -0.498 -3.865
H -2.002 0.969 -4.239
O -2.088 2.777 3.769
H -1.822 3.701 3.723
H -2.148 2.595 4.712
O 3.101 -3.445 -3.295
H 3.365 -2.523 -3.367
H 3.062 -3.605 -2.347
O 4.806 -3.171 2.235
H 3.998 -3.271 1.716
H 5.475 -3.633 1.722
O -0.746 1.229 -6.419
H 0.051 0.914 -5.979
H -0.520 2.116 -6.715
*
```

## Properties
SMILES string = C[C@@H](F)[Si@H](CCCCN)P(O)O.O.O.O.O.O.O

Atomic partial charges in e from the natural (NBO) method, atoms 1 to 5: -0.6407 -0.1837 -0.3916 0.9434 -0.8505

=====

[5]
# C6H29NO9

A 9-piece molecular cluster, C6H29NO9 overall at a distorted geometry (ωB97M-V/def2-TZVPD, the Open Molecules 2025 dataset).

```
! wB97M-V def2-TZVPD RIJCOSX def2/J DEFGRID3
* xyz 0 1
C -1.294 -2.500 0.504
N -1.732 -1.102 0.294
C -0.923 -0.144 -0.246
O -1.498 0.944 -0.453
C 0.459 -0.352 -0.765
C 1.471 0.714 -0.288
C 2.925 0.266 -0.413
C 1.247 1.976 -1.214
H -0.199 -2.533 0.565
H -1.606 -2.878 1.493
H -1.792 -2.987 -0.346
H -2.626 -0.752 0.592
H 0.913 -1.325 -0.349
H 0.397 -0.485 -1.853
H 1.092 1.126 0.625
H 3.576 1.090 -0.116
H 3.050 -0.609 0.224
H 3.141 0.040 -1.468
H 0.220 2.020 -1.464
H 1.406 2.829 -0.511
H 1.985 2.026 -2.006
O -3.435 1.339 1.425
H -2.886 1.465 0.628
H -3.829 2.170 1.687
O -1.320 0.908 3.180
H -1.003 0.079 2.774
H -2.208 1.079 2.822
O -0.847 1.732 -3.108
H -1.052 2.396 -3.760
H -1.254 1.634 -2.244
O -0.046 -3.968 -3.255
H 0.615 -3.410 -3.671
H -0.852 -3.458 -3.318
O -1.093 -1.514 -4.123
H -1.066 -1.282 -5.057
H -0.971 -0.654 -3.700
O 2.304 -0.101 3.102
H 3.144 -0.146 2.639
H 2.160 0.871 3.132
O 1.049 2.266 2.717
H 0.161 1.936 2.861
H 1.028 2.982 3.368
O 0.055 -1.480 2.851
H 0.980 -1.245 2.579
H 0.154 -0.962 3.666
*
```

## Properties
ΔE to the lowest compared entry with this formula, charge and spin = 49.7 kcal/mol
SMILES string = CNC(=O)CC(C)C.O.O.O.O.O.O.O.O

Atomic partial charges in e from the natural (NBO) method, atoms 1 to 5: -0.4172 -0.5867 0.7131 -0.7541 -0.5103

=====

[6]
# C6H2BrClO

One molecule with the formula C6H2BrClO at a distorted geometry (ωB97M-V/def2-TZVPD, the Open Molecules 2025 dataset).

```
! wB97M-V def2-TZVPD RIJCOSX def2/J DEFGRID3
* xyz 0 1
Cl -1.815 0.748 2.391
C -0.625 0.651 1.154
C 0.144 1.435 0.417
Br 0.289 3.202 -0.028
C 1.010 0.182 -0.239
C 0.349 -0.654 -1.396
C -0.370 -1.391 -0.567
C 0.029 -0.669 0.663
O 1.365 -0.637 0.787
H 0.555 -0.625 -2.413
H -0.932 -2.242 -0.769
*
```

## Properties
ΔE to the lowest compared entry with this formula, charge and spin = 0.0 kcal/mol
SMILES string = ClC1=C(Br)[C@]23C=C[C@]12O3

Atomic partial charges in e from the natural (NBO) method, atoms 1 to 5: 0.0580 -0.0993 -0.1400 0.1568 0.1625

=====

LUMO level for the records above, in order: 0.47 0.17 -0.73 0.27 0.44 0.32 eV
DFT total energy for the records above, in order: -23053.732 -23056.355 -23047.256 -44446.677 -26610.626 -90860.066 eV
Orbital gap for the records above, in order: 10.21 10.04 9.08 8.66 10.21 9.31 eV